a.
Below is a molecular structure, C30H28N2O3PRuSe2Te2, with properties calculated with ωB97M-V/def2-TZVPD.

```
69
Properties=species:S:1:pos:R:3:mulliken_charge:R:1
Ru -1.57088 -0.80653 -0.53095 -0.714
Se -3.03892 0.88608 0.52358 -0.140
Te -5.10388 -0.05517 1.45810 -0.057
Te -4.30338 -2.62581 1.72339 -0.262
Se -3.08216 -2.81074 -0.44383 -0.130
O 1.57688 0.18094 -3.27819 -0.682
C -0.06620 0.78729 -2.08895 0.877
O -0.52728 1.08374 -0.85690 -0.734
C -1.28268 0.53328 -3.00846 0.178
C -1.47474 0.92307 -4.32218 -0.709
C -2.70194 0.70221 -4.93131 -0.875
C -3.71898 0.09482 -4.21751 -0.955
C -3.46002 -0.30146 -2.91793 -0.405
N -2.27846 -0.09373 -2.34637 1.009
H -0.67918 1.37732 -4.89193 0.383
H -2.85649 1.00384 -5.95912 0.442
H -4.68931 -0.09128 -4.65515 0.451
H -4.18786 -0.82524 -2.31086 0.393
C 0.07138 1.23803 2.28789 -1.537
C 0.22017 -0.08849 3.02112 0.677
C 1.66580 -0.57920 2.96020 -1.326
C -0.79308 -1.15109 2.55882 -0.630
C -0.66774 -2.44598 3.34674 -0.627
O 0.14500 -3.27468 2.49114 -0.511
C 0.03540 -2.75871 1.24973 0.213
N -0.55692 -1.62529 1.16594 1.916
C 0.71517 -3.58253 0.21460 -0.182
C 1.39016 -4.71091 0.68909 -0.970
C 2.12764 -5.51917 -0.15775 -0.723
C 2.20584 -5.21915 -1.50650 -0.828
C 1.53176 -4.11280 -1.99532 -1.076
C 0.78892 -3.28611 -1.15869 1.163
P -0.11406 -1.88371 -1.88010 1.818
C 0.95838 -0.38614 -2.09470 1.973
C 1.06116 1.50824 -2.92704 -0.026
C 2.03796 2.36636 -2.20398 -1.342
C 2.82086 1.94133 -1.21178 -0.683
C 2.72857 0.62843 -0.59430 -0.351
C 1.89981 -0.37087 -0.92165 -1.454
C -0.57134 -2.45466 -3.54438 0.546
C 0.27313 -2.23021 -4.63270 -0.187
C -0.07735 -2.69301 -5.89275 -0.829
C -1.26654 -3.38388 -6.07678 -0.591
C -2.10877 -3.61164 -4.99797 -0.761
C -1.76514 -3.14690 -3.73748 -0.346
H 0.79203 1.96002 2.67887 0.475
H -0.92704 1.65666 2.42916 0.207
H 0.23901 1.13180 1.21554 0.226
H -0.03327 0.07468 4.07686 0.365
H 1.97335 -0.74330 1.92635 -0.038
H 1.82591 -1.50448 3.51592 0.374
H 2.32847 0.17927 3.37918 0.497
H -1.80206 -0.74375 2.61566 0.271
H -1.62575 -2.94640 3.48695 0.177
H -0.15306 -2.33621 4.29904 0.378
H 1.33500 -4.95191 1.73894 0.545
H 2.63866 -6.38535 0.24120 0.410
H 2.77761 -5.84601 -2.17797 0.436
H 1.56923 -3.89288 -3.05399 0.495
H 0.74032 2.02470 -3.82922 0.482
H 2.11363 3.39602 -2.53292 0.413
H 3.53511 2.62768 -0.77302 0.406
H 3.35685 0.48201 0.27898 0.424
H 1.87292 -1.21854 -0.25078 0.268
H 1.19156 -1.67420 -4.50020 0.556
H 0.58126 -2.51027 -6.73220 0.434
H -1.53740 -3.74391 -7.06120 0.402
H -3.03812 -4.14945 -5.13479 0.459
H -2.43522 -3.32415 -2.90466 -0.055
```

Summary:
M: 1009.729 g/mol
HOMO energy (alpha / beta): -6.89 / -6.90 eV
Total charge: 0
2S+1: 2

***

b.
Below is a molecular structure, C30H28N2O3PRuSe2Te2, with properties calculated with ωB97M-V/def2-TZVPD.

```
69
Properties=species:S:1:pos:R:3:mulliken_charge:R:1
Ru 0.53065 -0.13409 1.17360 0.256
Se 1.01888 1.99921 2.25221 -0.140
Te 3.89259 3.21696 5.23501 -0.167
Te 1.35461 3.73985 5.42838 -0.034
Se 0.29202 1.65108 4.52235 -0.181
O -1.87142 -2.45560 3.52232 -0.748
C -1.15065 -1.93262 2.69490 0.378
O -0.55060 -0.79961 2.78629 -0.347
C -0.88643 -2.68878 1.39137 0.199
C -1.51791 -3.89502 1.14374 -0.829
C -1.29476 -4.53121 -0.06343 -0.627
C -0.42044 -3.95009 -0.97229 -1.148
C 0.19425 -2.75855 -0.63793 -0.104
N -0.04027 -2.12534 0.51465 0.772
H -2.17526 -4.28312 1.90842 0.595
H -1.78870 -5.46593 -0.29410 0.422
H -0.20721 -4.40687 -1.92843 0.498
H 0.91194 -2.30122 -1.30502 0.276
C 3.64138 -2.17514 0.31349 -1.377
C 3.89998 -0.84666 1.01949 0.443
C 3.38004 -0.87667 2.45226 -1.563
C 3.38199 0.35057 0.21372 -0.712
C 4.12426 0.55508 -1.11399 -0.739
O 3.11887 0.34250 -2.13760 -0.504
C 1.94292 0.19765 -1.49611 0.344
N 1.98048 0.19640 -0.22696 0.915
C 0.74639 0.10422 -2.36472 -0.909
C 0.97706 -0.15791 -3.71292 -0.488
C -0.08252 -0.23750 -4.60185 -0.759
C -1.37306 -0.01477 -4.15348 -0.890
C -1.60378 0.28094 -2.81733 -0.592
C -0.56731 0.30145 -1.89056 0.632
P -0.86275 0.82344 -0.14554 2.805
C -1.02373 2.60760 -0.41830 0.946
C 0.13965 3.35030 -0.61168 -0.317
C 0.06929 4.69339 -0.93396 -0.979
C -1.17043 5.30645 -1.06529 -0.591
C -2.33040 4.57351 -0.87585 -0.731
C -2.26224 3.22334 -0.55704 -0.581
C -2.50713 0.17806 0.32515 0.373
C -3.14939 -0.88902 -0.29360 -0.656
C -4.31165 -1.42161 0.25336 -0.768
C -4.83442 -0.89786 1.42360 -0.615
C -4.18733 0.15654 2.05623 -0.726
C -3.03202 0.69008 1.51516 -0.703
H 4.22274 -2.97181 0.77770 0.532
H 3.90810 -2.14830 -0.74643 0.336
H 2.58745 -2.44567 0.39028 0.136
H 4.98564 -0.69461 1.05954 0.377
H 2.30556 -1.10399 2.50290 0.207
H 3.52010 0.07596 2.96422 0.312
H 3.88965 -1.66094 3.01430 0.472
H 3.41548 1.24215 0.84415 0.715
H 4.92048 -0.16981 -1.27699 0.425
H 4.51688 1.56271 -1.24046 0.288
H 1.99020 -0.28814 -4.06416 0.561
H 0.10761 -0.44758 -5.64569 0.422
H -2.20450 -0.05300 -4.84488 0.455
H -2.61147 0.49869 -2.48903 0.601
H 1.10771 2.87717 -0.49086 0.193
H 0.97805 5.26433 -1.06961 0.453
H -1.23042 6.35798 -1.31419 0.383
H -3.29671 5.05066 -0.97307 0.427
H -3.17342 2.66124 -0.40344 0.372
H -2.73643 -1.34345 -1.18507 0.401
H -4.79389 -2.26168 -0.23018 0.422
H -5.72769 -1.32473 1.85990 0.392
H -4.56705 0.54710 2.99088 0.398
H -2.50952 1.48231 2.04255 0.393
```

Summary:
M: 1009.729 g/mol
HOMO energy (alpha / beta): -6.54 / -6.51 eV
Total charge: 0
2S+1: 2

***

Which of them is the least stable? Correct choice: a.

***

a.
Below is a molecular structure, C36H47BBrF4N3OPS2Zr, with properties calculated with ωB97M-V/def2-TZVPD.

```
97
Properties=species:S:1:pos:R:3:mulliken_charge:R:1
Zr -0.74830 -0.98300 2.07423 -0.600
C -2.72619 -1.45257 7.27435 -0.818
S -1.09949 -2.13371 6.90399 0.006
C -0.95926 -1.92971 5.19471 0.700
S -2.24665 -1.33861 4.23112 -0.394
N 0.24362 -2.30423 4.78732 -1.962
N 0.41392 -2.27097 3.45447 1.651
C 1.56176 -2.64080 2.99648 -0.490
C 1.64922 -2.90987 1.56851 0.473
C 2.68274 -3.65590 1.02324 -1.085
C 2.51264 -4.19473 -0.24124 -0.591
C 1.31689 -3.97955 -0.91055 -1.128
C 0.37515 -3.14892 -0.33145 -0.580
N 0.55338 -2.58867 0.86020 1.271
H -2.75342 -1.32940 8.35489 0.369
H -2.84371 -0.48754 6.78908 0.294
H -3.51120 -2.13589 6.95918 0.294
H 2.36701 -2.89930 3.67304 0.522
H 3.56617 -3.86393 1.61302 0.558
H 3.28706 -4.80675 -0.68605 0.471
H 1.11521 -4.44109 -1.86727 0.576
H -0.56828 -2.94042 -0.82209 0.546
Br -3.08711 0.28394 0.88897 -0.066
C -3.72766 -1.27113 -0.02669 1.429
C -4.69816 -1.12107 -0.96298 -0.697
C -5.22778 -2.28329 -1.56812 -0.734
C -4.79605 -3.51410 -1.17226 -0.941
C -3.79999 -3.66027 -0.17229 0.856
C -3.41057 -4.93279 0.30073 -0.895
C -2.51041 -5.03318 1.32388 -1.291
C -1.90827 -3.87810 1.85737 -0.584
C -2.17582 -2.60235 1.39579 0.490
C -3.19844 -2.50869 0.40683 0.565
H -5.07464 -0.14063 -1.22469 0.503
H -5.99901 -2.18429 -2.32039 0.417
H -5.22991 -4.40868 -1.60305 0.425
H -3.86231 -5.81591 -0.13617 0.411
H -2.24468 -6.00508 1.72261 0.451
H -1.19304 -4.02977 2.65653 0.350
O 0.06433 0.17282 0.41050 1.070
P 0.50622 0.95804 -0.84303 -1.124
C 2.18611 1.60076 -0.55221 1.155
C 2.37493 2.01013 0.93352 -0.006
C 3.42267 3.11871 1.08783 -1.182
C 4.59247 2.87863 0.13875 -0.805
C 4.13119 2.98277 -1.32979 -0.779
C 2.62191 2.74621 -1.47958 -1.158
C -0.71575 2.29376 -1.07396 0.917
C -0.77021 3.16859 0.19383 -0.534
C -2.04503 4.02871 0.20041 -0.699
C -2.44624 4.47244 -1.21591 -0.771
C -1.20825 4.58000 -2.09956 -0.999
C -0.60424 3.18603 -2.33908 -0.555
C 0.43732 -0.25707 -2.22891 1.712
C 1.74338 -1.06099 -2.39182 -0.816
C 2.76039 -0.41629 -3.33660 -0.080
C 2.12713 -0.09360 -4.69020 -1.197
C 0.90547 0.80772 -4.52025 -0.343
C -0.11988 0.15153 -3.59999 -1.400
H 2.82928 0.73773 -0.75263 1.091
H 2.70073 1.13680 1.49556 0.328
H 1.43959 2.33228 1.38136 -0.770
H 3.75858 3.13869 2.12469 0.563
H 2.98137 4.09918 0.88474 0.303
H 5.00782 1.88523 0.33591 0.334
H 5.39328 3.59254 0.33002 0.513
H 4.67306 2.25770 -1.94327 0.202
H 4.36714 3.96992 -1.73068 0.505
H 2.39465 2.53874 -2.52366 -0.262
H 2.07631 3.65233 -1.20654 0.418
H -1.65262 1.72682 -1.12173 0.714
H 0.11123 3.81496 0.21389 0.257
H -0.73592 2.55933 1.09537 -0.678
H -1.86514 4.90472 0.82537 0.464
H -2.86361 3.47253 0.66189 0.177
H -2.97913 5.42226 -1.17341 0.514
H -3.13474 3.74693 -1.66236 0.289
H -0.47774 5.24177 -1.62552 0.326
H -1.45599 5.02387 -3.06394 0.564
H 0.42525 3.29419 -2.66605 -0.090
H -1.14812 2.72126 -3.15990 0.405
H -0.30902 -0.91868 -1.78003 -0.589
H 1.47012 -2.02899 -2.82076 0.823
H 2.19318 -1.27257 -1.41660 0.033
H 3.59834 -1.10383 -3.46830 0.511
H 3.17181 0.49684 -2.90307 -0.340
H 1.81464 -1.02758 -5.17066 0.384
H 2.85970 0.37488 -5.34918 0.494
H 0.44555 1.00999 -5.48884 0.466
H 1.21449 1.77244 -4.11219 0.025
H -0.45428 -0.77490 -4.07861 0.542
H -1.00885 0.77078 -3.48776 0.373
F 1.09356 0.22021 2.91377 -0.363
B 0.27043 1.19334 3.63869 0.363
F 0.75533 2.44945 3.58085 -0.273
F -0.98543 1.06773 2.81285 -0.541
F 0.01678 0.71315 4.88154 -0.255
```

Summary:
M: 890.832 g/mol
HOMO energy: -10.44 eV
Total charge: +1

***

b.
Below is a molecular structure, C36H47BBrF4N3OPS2Zr, with properties calculated with ωB97M-V/def2-TZVPD.

```
97
Properties=species:S:1:pos:R:3:mulliken_charge:R:1
Zr 1.29025 0.80619 0.20836 -1.653
C -1.04502 3.16768 5.18212 -0.833
S -1.83237 2.90382 3.58627 0.049
C -0.49544 2.37954 2.60958 0.422
S -0.91318 2.04705 0.96508 -0.408
N 0.67625 2.24876 3.15361 -1.775
N 1.61856 1.80284 2.24263 1.739
C 2.81947 1.81186 2.68149 -0.788
C 3.91416 1.49382 1.77046 0.765
C 5.23827 1.59396 2.16001 -0.894
C 6.22369 1.36966 1.20813 -0.503
C 5.85090 1.06179 -0.08733 -0.943
C 4.50177 0.96071 -0.39383 -0.380
N 3.55358 1.17261 0.51528 0.947
H -1.85795 3.40000 5.86746 0.385
H -0.34556 3.99639 5.14648 0.282
H -0.53563 2.26564 5.51103 0.241
H 3.02712 2.11678 3.70398 0.480
H 5.48618 1.84868 3.17974 0.522
H 7.26772 1.44016 1.47749 0.462
H 6.58299 0.88651 -0.86028 0.470
H 4.16556 0.69093 -1.38793 0.488
Br 1.32169 0.55591 -2.63399 0.076
C 2.05215 2.25000 -3.08876 1.198
C 2.42225 2.46024 -4.38218 -0.688
C 2.92337 3.73279 -4.73308 -0.861
C 3.00062 4.70780 -3.78597 -0.791
C 2.59855 4.47712 -2.44583 0.668
C 2.64563 5.52034 -1.49535 -0.846
C 2.21139 5.29073 -0.22549 -1.480
C 1.75551 4.01097 0.15453 -0.089
C 1.71482 2.92149 -0.69567 1.027
C 2.12016 3.19870 -2.04444 0.157
H 2.32823 1.67886 -5.12055 0.513
H 3.22475 3.92275 -5.75241 0.402
H 3.36760 5.69201 -4.04593 0.407
H 3.00257 6.49400 -1.80138 0.410
H 2.21061 6.08876 0.50569 0.468
H 1.40635 3.91798 1.17666 0.196
O -0.26063 -0.60051 -0.23172 1.430
P -1.68595 -1.19196 -0.15402 -0.952
C -1.71157 -2.86013 -0.84207 1.192
C -0.84132 -3.80337 0.03859 0.206
C 0.03583 -4.73563 -0.78962 -1.440
C 0.91042 -3.93705 -1.74531 -0.150
C 0.07595 -3.04022 -2.68050 0.072
C -1.40743 -3.04962 -2.33226 -1.972
C -2.88688 -0.03015 -0.88751 0.435
C -2.44325 0.87646 -2.04194 -0.200
C -2.65691 0.30573 -3.43716 -0.567
C -4.08026 -0.21408 -3.60959 -1.086
C -4.46950 -1.21773 -2.52830 -0.462
C -4.28107 -0.63770 -1.13009 -1.231
C -2.23008 -1.28618 1.59924 0.311
C -3.27889 -2.37945 1.94683 -1.063
C -2.81237 -3.28263 3.08494 -0.954
C -2.49853 -2.48075 4.34412 -0.996
C -1.63870 -1.24436 4.02735 -0.834
C -1.07289 -1.27992 2.61106 0.690
H -2.76697 -3.13198 -0.70749 1.080
H -1.49525 -4.38120 0.69342 -0.152
H -0.17731 -3.22622 0.68759 -0.419
H -0.58256 -5.45555 -1.33162 0.539
H 0.66309 -5.31820 -0.11338 0.513
H 1.54537 -4.60706 -2.32519 0.508
H 1.58363 -3.31805 -1.14619 -0.301
H 0.17738 -3.36409 -3.71798 0.654
H 0.45275 -2.01568 -2.65166 -0.794
H -1.82844 -4.02247 -2.59909 0.542
H -1.94937 -2.33024 -2.94130 0.457
H -2.98373 0.64091 -0.02678 0.679
H -1.40811 1.19802 -1.90490 -0.553
H -3.04730 1.78505 -1.94853 0.687
H -1.93040 -0.48329 -3.63992 0.174
H -2.45500 1.08554 -4.17371 0.571
H -4.21066 -0.65254 -4.60036 0.435
H -4.76808 0.63644 -3.55687 0.431
H -3.89441 -2.14128 -2.64350 0.154
H -5.51578 -1.50440 -2.64935 0.451
H -4.52862 -1.37764 -0.36482 0.206
H -4.99982 0.17647 -0.99416 0.594
H -2.71398 -0.31007 1.72702 1.062
H -3.54702 -2.99213 1.08448 0.457
H -4.20275 -1.88112 2.24989 0.486
H -1.92866 -3.84285 2.77121 0.138
H -3.58352 -4.02557 3.29340 0.530
H -1.99344 -3.12224 5.06705 0.390
H -3.43399 -2.17103 4.81505 0.320
H -0.81791 -1.15418 4.74075 0.473
H -2.23307 -0.33093 4.12945 0.304
H -0.40935 -2.13665 2.47805 0.074
H -0.46442 -0.38865 2.45339 -1.071
F 1.85197 -0.78919 1.72846 -0.201
B 2.69289 -1.71271 0.93963 0.153
F 2.43263 -1.11679 -0.38326 -0.242
F 2.21850 -2.96448 1.01782 -0.270
F 3.98823 -1.55048 1.27568 -0.328
```

Summary:
M: 890.832 g/mol
HOMO energy: -10.50 eV
Total charge: +1

***

Which of them is the least stable? Correct choice: a.